Entry 1:
A 8-piece molecular cluster, C19H36N4O19S4 overall in a non-equilibrium geometry. Source: the OMol25 dataset; level of theory: wB97M-V/def2-TZVPD.

Each line ends with the Mulliken charge.
CARTESIAN COORDINATES (ANGSTROEM)
O 3.621 -9.786 3.344  -0.505
S 5.056 -9.577 3.269  1.100
O 6.057 -10.623 3.041  -0.503
O 5.246 -8.311 2.189  -0.331
C 5.211 -7.013 2.811  -0.213
C 5.010 -7.270 4.338  -0.286
O 5.544 -8.569 4.524  -0.341
H 6.194 -6.582 2.622  0.251
H 4.365 -6.551 2.301  0.251
H 3.948 -7.326 4.578  0.285
H 5.574 -6.583 4.969  0.290
O -3.485 6.058 -8.591  -0.532
S -2.204 6.618 -8.101  1.084
O -1.103 5.695 -8.194  -0.510
O -1.969 8.110 -8.762  -0.289
C -1.920 9.120 -7.759  -0.372
C -2.719 8.608 -6.497  -0.208
O -2.345 7.215 -6.511  -0.327
H -0.888 9.338 -7.485  0.295
H -2.149 10.097 -8.183  0.327
H -3.793 8.681 -6.670  0.252
H -2.372 8.965 -5.528  0.278
O -1.209 -6.049 -2.286  -0.492
S -1.047 -7.445 -1.838  1.083
O -1.362 -7.954 -0.483  -0.484
O -1.917 -8.452 -2.881  -0.334
C -1.134 -8.898 -3.921  -0.354
C 0.228 -9.147 -3.365  -0.217
O 0.386 -8.030 -2.538  -0.343
H -1.634 -9.731 -4.414  0.317
H -0.994 -8.112 -4.663  0.294
H 0.977 -8.976 -4.138  0.244
H 0.449 -10.120 -2.926  0.286
O 0.520 2.359 1.224  -0.500
S 0.560 1.394 0.061  1.058
O 1.209 0.050 0.243  -0.483
O -0.891 1.252 -0.744  -0.318
C -0.952 1.791 -2.004  -0.223
C 0.198 2.784 -2.163  -0.210
O 1.158 2.172 -1.332  -0.352
H -0.809 0.935 -2.663  0.244
H -1.964 2.187 -2.090  0.273
H -0.013 3.746 -1.697  0.240
H 0.677 3.074 -3.098  0.271
C 9.550 -1.203 5.177  -0.127
C 8.587 -0.550 4.488  -0.363
C 8.755 -0.408 3.090  -0.194
N 9.984 -0.667 2.497  -0.533
C 10.934 -1.229 3.234  -0.111
C 10.801 -1.513 4.644  -0.428
H 9.272 -1.491 6.180  0.334
H 7.668 -0.435 5.045  0.332
H 7.909 -0.119 2.484  0.369
H 11.879 -1.393 2.738  0.359
H 11.623 -1.895 5.232  0.363
C -9.474 3.652 -6.204  -0.906
C -8.978 4.480 -5.066  0.637
N -9.249 5.744 -5.053  -0.353
O -8.269 4.076 -4.135  -0.673
H -10.416 3.200 -5.894  0.236
H -8.722 2.908 -6.468  0.274
H -9.502 4.186 -7.154  0.347
H -8.870 6.299 -4.298  0.231
H -9.619 6.187 -5.881  0.207
C -5.231 5.190 1.650  -0.983
C -6.320 6.207 1.941  0.569
N -7.374 6.279 1.340  -0.311
O -6.057 7.149 2.729  -0.686
H -4.608 5.524 0.820  0.279
H -5.573 4.156 1.613  0.359
H -4.604 5.262 2.539  0.274
H -7.282 5.648 0.557  0.233
H -7.818 7.186 1.299  0.268
C 1.520 -1.541 10.011  -0.959
C 0.824 -1.562 8.714  0.669
N -0.049 -0.599 8.461  -0.374
O 0.959 -2.489 7.908  -0.642
H 2.458 -0.989 10.081  0.281
H 1.909 -2.547 10.167  0.284
H 0.906 -1.289 10.876  0.309
H -0.550 -0.734 7.595  0.239
H -0.292 0.180 9.056  0.192

Properties
- Total charge: 0
- Max |F|: 11.00 eV/A
- Gap between HOMO and LUMO: 9.368 eV
- SMILES string: O=S1(=O)OCCO1.O=S1(=O)OCCO1.O=S1(=O)OCCO1.O=S1(=O)OCCO1.c1ccncc1.CC(N)=O.CC(N)=O.CC(N)=O
- LUMO energy: 0.10 eV
- HOMO: -9.3 eV



Entry 2:
C32H43ClN6O4PRuSi as an isolated structure in a non-equilibrium geometry. Source: the OMol25 dataset; level of theory: wB97M-V/def2-TZVPD.

Each line ends with the Löwdin spin population.
CARTESIAN COORDINATES (ANGSTROEM)
Ru -0.049 -0.449 0.681  0.796
Cl 6.435 1.868 -1.382  0.003
C 5.003 1.307 -0.572  0.011
C 5.125 0.522 0.587  -0.002
C 4.007 0.079 1.237  0.008
C 2.702 0.362 0.758  0.000
O 1.715 -0.132 1.448  0.049
C 2.598 1.168 -0.408  0.011
C 1.344 1.677 -0.867  -0.002
N 0.205 1.184 -0.514  0.005
C -0.988 1.934 -0.670  -0.004
C -1.299 2.780 -1.697  0.007
C -2.513 3.505 -1.674  -0.002
C -3.391 3.382 -0.636  0.005
C -3.105 2.495 0.432  -0.001
C -3.981 2.252 1.517  0.014
C -3.649 1.326 2.462  -0.002
C -2.430 0.626 2.346  0.016
N -1.594 0.850 1.363  -0.003
C -1.907 1.769 0.402  0.002
C 3.768 1.643 -1.042  -0.005
H 6.110 0.277 0.961  0.000
H 4.083 -0.526 2.130  0.000
H 1.372 2.583 -1.472  0.000
H -0.629 2.887 -2.540  0.000
H -2.741 4.166 -2.499  0.000
H -4.317 3.941 -0.623  0.000
H -4.915 2.796 1.575  0.001
H -4.305 1.108 3.293  0.000
H -2.136 -0.146 3.046  0.001
H 3.677 2.277 -1.915  0.000
O -0.179 -3.094 4.161  0.004
C -0.272 -2.443 3.165  0.003
N -0.418 -1.824 2.166  -0.002
O -1.830 -0.867 -0.598  -0.001
P -2.229 -1.818 -1.683  0.000
N -1.411 -1.563 -3.105  0.000
C -0.759 -2.618 -3.885  0.000
C -0.208 -1.852 -5.077  0.000
C 0.293 -0.550 -4.448  0.000
C -0.615 -0.321 -3.228  0.000
N -2.051 -3.404 -1.299  0.000
C -2.117 -3.761 0.141  0.000
C -2.542 -5.226 0.142  0.000
C -3.395 -5.343 -1.116  0.000
C -2.615 -4.496 -2.113  0.000
N -3.854 -1.511 -1.981  0.000
C -4.433 -1.824 -3.300  0.000
C -5.275 -0.593 -3.694  0.000
C -4.789 0.509 -2.754  0.000
C -4.475 -0.273 -1.486  0.000
H -1.469 -3.389 -4.183  0.000
H 0.046 -3.091 -3.315  0.000
H -1.015 -1.649 -5.784  0.000
H 0.574 -2.403 -5.599  0.000
H 0.257 0.285 -5.148  0.000
H 1.327 -0.662 -4.119  0.000
H -1.282 0.536 -3.359  0.000
H -0.019 -0.175 -2.330  0.000
H -2.860 -3.144 0.659  0.000
H -1.158 -3.582 0.616  0.000
H -3.075 -5.490 1.054  0.000
H -1.667 -5.875 0.064  0.000
H -4.380 -4.900 -0.946  0.000
H -3.532 -6.368 -1.460  0.000
H -3.246 -4.121 -2.919  0.000
H -1.805 -5.079 -2.563  0.000
H -5.052 -2.723 -3.254  0.000
H -3.634 -1.995 -4.025  0.000
H -6.333 -0.791 -3.514  0.000
H -5.160 -0.344 -4.748  0.000
H -5.528 1.296 -2.602  0.000
H -3.871 0.967 -3.134  0.000
H -5.399 -0.511 -0.947  0.000
H -3.802 0.237 -0.804  0.000
C 1.217 -4.653 -0.781  0.000
Si 1.889 -2.967 -0.285  0.010
C 2.572 -3.190 1.452  0.000
C 3.290 -2.542 -1.471  0.005
O 0.718 -1.836 -0.461  0.074
H 2.000 -5.407 -0.651  0.000
H 0.872 -4.709 -1.814  0.000
H 0.385 -4.928 -0.128  0.000
H 3.658 -3.319 1.427  0.000
H 2.144 -4.084 1.913  0.000
H 2.339 -2.346 2.100  0.000
H 4.195 -3.108 -1.233  0.001
H 3.542 -1.479 -1.439  0.000
H 3.010 -2.787 -2.501  0.000

Properties
- Multiplicity: 2
- Total charge: 0
- Max |F|: 1.95 eV/A
- Gap between HOMO and LUMO (alpha / beta): 6.767 / 6.492 eV
- Energy above the lowest of the compared OMol25 structures with the same formula, charge and spin: 0.000 eV
- ⟨S²⟩: 0.757
- LUMO energy (alpha / beta): -0.84 / -0.93 eV
- HOMO (alpha / beta): -7.6 / -7.4 eV



Entry 3:
A 5-piece molecular cluster, C44H57BF2N2O23P3 overall in a non-equilibrium geometry. Source: the OMol25 dataset; level of theory: wB97M-V/def2-TZVPD.

Each line ends with the Mulliken charge.
CARTESIAN COORDINATES (ANGSTROEM)
C -4.190 1.161 5.035  -0.980
C -2.932 1.523 4.873  -0.928
C -1.880 1.117 3.838  -0.395
C -1.909 1.628 2.350  0.381
P -3.608 0.920 1.774  -0.341
N -3.572 0.490 0.104  -0.390
O -3.775 -0.549 2.533  -0.412
C -0.764 0.915 1.510  0.958
C -0.909 -0.606 1.398  -1.006
C -0.006 -1.455 0.480  -0.624
C 1.501 -1.439 0.664  -0.393
O 1.950 -2.006 1.583  -0.527
O 2.389 -0.835 -0.205  -0.197
O 0.620 1.139 1.848  0.480
C 1.208 0.707 3.059  -0.881
C 2.771 0.740 2.873  -0.424
C 3.340 2.013 3.571  -0.212
C 4.658 2.528 2.939  -1.321
C -0.744 1.869 0.175  0.860
P 0.973 2.721 0.086  1.032
O 1.002 3.701 -1.026  -1.168
C -0.785 1.207 -1.212  -0.032
C -1.060 2.085 -2.455  -1.667
F 0.466 0.623 -1.520  -0.261
C -1.714 3.064 0.572  -1.442
P -3.154 3.557 -0.518  0.252
O -2.886 4.845 -1.170  -0.704
N -1.828 3.110 2.106  1.449
C -0.712 3.782 2.858  -0.057
C -0.966 4.289 4.276  -0.569
F -1.075 5.674 4.353  -0.353
B -3.008 4.051 2.418  -0.211
O -4.152 3.679 3.082  -0.472
C -2.993 5.609 2.046  -0.266
C -3.777 6.446 3.128  -1.265
H -4.905 1.019 4.223  0.183
H -4.604 1.046 6.039  0.313
H -2.594 2.154 5.706  0.369
H -0.926 1.490 4.250  0.350
H -1.777 0.027 3.878  0.611
H -3.600 -0.526 -0.012  0.237
H -4.430 0.818 -0.336  0.352
H -4.717 -0.778 2.565  0.394
H -1.907 -0.972 1.118  0.314
H -0.806 -1.029 2.413  0.617
H -0.360 -1.349 -0.556  0.553
H -0.291 -2.495 0.704  0.401
H 2.368 -1.363 -1.023  0.305
H 0.963 -0.291 3.447  0.296
H 1.055 1.410 3.903  0.417
H 3.246 -0.176 3.232  0.463
H 2.953 0.873 1.795  -0.277
H 2.607 2.841 3.515  -0.036
H 3.490 1.790 4.638  0.469
H 5.278 2.951 3.744  0.420
H 5.219 1.729 2.439  0.202
H 4.489 3.328 2.207  0.361
H 2.030 1.817 -0.113  -0.190
H 1.296 3.455 1.245  0.026
H -1.482 0.362 -1.245  0.281
H -2.051 1.835 -2.871  0.221
H -0.346 1.935 -3.270  0.480
H -1.091 3.170 -2.264  0.290
H -1.042 3.925 0.360  1.126
H -3.400 2.609 -1.541  0.085
H -4.412 3.644 0.134  0.140
H -0.346 4.643 2.279  0.724
H 0.183 3.153 2.931  -0.448
H -1.791 3.868 4.867  0.155
H -0.067 4.091 4.884  0.404
H -4.898 3.785 2.468  0.330
H -1.989 6.012 1.866  0.406
H -3.556 5.783 1.108  0.495
H -4.827 6.585 2.866  0.352
H -3.255 7.409 3.206  0.349
H -3.664 5.993 4.121  0.258
C -0.167 -7.321 -0.018  -0.516
C -1.003 -6.282 0.009  0.147
C -0.980 -5.226 -1.048  0.876
O -1.782 -4.305 -0.983  -0.707
C 0.007 -5.338 -2.112  -1.050
C 0.852 -6.377 -2.142  0.322
C 0.812 -7.452 -1.097  1.197
O 1.588 -8.380 -1.182  -0.615
O 1.769 -6.514 -3.096  -0.570
O -1.915 -6.130 0.987  -0.616
H -0.177 -8.087 0.739  0.397
H 0.024 -4.558 -2.861  0.493
H 2.246 -7.343 -2.891  0.366
H -2.396 -5.309 0.775  0.316
C 2.368 5.917 -5.444  -0.836
C 1.677 5.457 -4.392  0.502
C 0.206 5.726 -4.245  0.670
O -0.387 5.271 -3.286  -0.372
C -0.451 6.531 -5.271  -1.118
C 0.244 6.991 -6.317  0.333
C 1.705 6.700 -6.479  1.104
O 2.283 7.129 -7.460  -0.612
O -0.321 7.731 -7.272  -0.577
O 2.261 4.740 -3.431  -0.506
H 3.426 5.729 -5.565  0.454
H -1.505 6.732 -5.145  0.446
H 0.393 7.932 -7.909  0.351
H 1.568 4.520 -2.769  0.385
C 8.184 0.581 -2.344  -0.986
C 7.622 1.445 -1.491  0.339
C 6.270 1.193 -0.898  1.063
O 5.806 1.999 -0.111  -0.575
C 5.560 -0.015 -1.294  -0.833
C 6.118 -0.877 -2.148  0.149
C 7.482 -0.641 -2.723  0.822
O 7.948 -1.469 -3.482  -0.612
O 5.494 -1.994 -2.536  -0.563
O 8.231 2.574 -1.122  -0.588
H 9.160 0.749 -2.778  0.431
H 4.579 -0.174 -0.870  0.696
H 6.109 -2.441 -3.150  0.353
H 7.620 3.018 -0.504  0.353
C -1.704 -11.577 -1.811  -1.034
C -2.685 -12.347 -2.300  0.351
C -4.129 -12.047 -2.029  0.951
O -4.979 -12.768 -2.512  -0.596
C -4.445 -10.897 -1.187  -0.862
C -3.464 -10.131 -0.697  0.338
C -2.023 -10.417 -0.991  0.880
O -1.170 -9.674 -0.533  -0.438
O -3.716 -9.070 0.079  -0.594
O -2.434 -13.417 -3.051  -0.559
H -0.660 -11.781 -2.001  0.467
H -5.488 -10.699 -0.984  0.438
H -2.845 -8.686 0.300  0.272
H -3.307 -13.797 -3.276  0.356

Properties
- Total charge: +1
- Max |F|: 4.10 eV/A
- Gap between HOMO and LUMO: 7.415 eV
- LUMO energy: -3.27 eV
- HOMO: -10.7 eV



Entry 4:
C12H11ClFeNO4S4 as an isolated structure. Source: the OMol25 dataset; level of theory: wB97M-V/def2-TZVPD.

Each line ends with the Löwdin spin population.
CARTESIAN COORDINATES (ANGSTROEM)
Fe -0.136 0.096 0.009  3.686
O -1.793 6.781 0.105  0.000
C -1.559 5.594 0.117  0.001
S -1.812 4.525 -1.262  0.002
C -1.243 3.033 -0.511  0.009
C -0.821 3.128 0.771  0.012
S -0.227 1.825 1.740  0.066
S -0.897 4.730 1.504  0.004
S -1.244 1.581 -1.455  0.078
C 4.140 -0.920 0.478  0.001
C 3.004 -0.687 -0.509  0.002
C 3.513 -0.418 -1.920  0.000
O 2.173 0.391 -0.067  0.032
C 2.083 -1.946 -0.572  0.005
O 2.624 -3.038 -0.699  0.005
O 0.833 -1.703 -0.537  0.046
H 4.941 -0.189 0.347  0.000
H 4.541 -1.920 0.325  0.000
H 3.753 -0.844 1.495  0.000
H 4.228 0.410 -1.931  0.000
H 2.674 -0.172 -2.573  0.000
H 4.005 -1.312 -2.302  0.000
H 2.649 1.223 -0.143  0.001
Cl -5.630 -0.292 1.364  0.000
C -4.162 -1.130 0.991  0.000
C -4.208 -2.393 0.422  0.003
C -3.004 -3.031 0.174  0.000
C -1.820 -2.382 0.480  0.007
N -1.786 -1.145 0.996  0.032
C -2.943 -0.537 1.259  0.006
H -5.156 -2.854 0.181  0.000
H -2.981 -4.018 -0.266  0.000
H -0.858 -2.839 0.293  0.000
H -2.879 0.453 1.696  0.000

Properties
- Multiplicity: 5
- Total charge: -1
- Max |F|: 0.77 eV/A
- Gap between HOMO and LUMO (alpha / beta): 6.273 / 6.301 eV
- Energy above the lowest of the compared OMol25 structures with the same formula, charge and spin: 0.000 eV
- ⟨S²⟩: 6.014
- LUMO energy (alpha / beta): 2.51 / 2.43 eV
- HOMO (alpha / beta): -3.8 / -3.9 eV